Molecular formula: C18H20Br2N6
Method: DFT, wB97M-V/def2-TZVPD

Each line ends with the Mulliken charge.
Positions of all 46 atoms, in Å:
Br (2.894, 2.576, 0.145)  -0.19
Br (3.412, -0.195, 5.112)  -0.24
N (-0.775, 1.084, -2.617)  -0.39
N (0.762, 2.893, -2.679)  -0.55
C (-2.066, 1.070, -2.406)  0.17
C (0.890, 4.226, -2.461)  -0.62
C (-0.464, 2.400, -2.520)  0.61
C (-0.172, 5.071, -2.128)  -0.37
C (3.030, 0.953, 2.521)  -0.27
C (-1.463, 4.565, -2.006)  -0.87
C (1.909, -0.090, 0.639)  -0.45
C (2.631, 0.999, 1.189)  -0.63
C (2.761, -0.158, 3.316)  -0.26
C (-1.557, 3.200, -2.253)  0.55
C (2.059, -1.250, 2.767)  0.32
C (1.583, -1.215, 1.416)  0.17
N (-2.586, 2.330, -2.207)  -0.09
N (-2.777, -0.072, -2.332)  -0.15
N (1.788, -2.303, 3.614)  -0.20
N (-0.702, -1.841, 1.015)  -0.24
C (-2.115, -1.366, -2.503)  -0.88
C (-1.271, -1.047, -0.117)  -0.19
C (0.787, -3.317, 3.205)  -0.73
C (-1.841, -2.006, -1.163)  -0.35
C (0.924, -3.595, 1.717)  -1.11
C (0.705, -2.316, 0.886)  0.12
H (1.885, 4.585, -2.652)  0.52
H (0.004, 6.137, -2.034)  0.39
H (3.577, 1.770, 2.980)  0.37
H (-2.294, 5.173, -1.690)  0.40
H (1.549, 0.045, -0.398)  0.53
H (-3.565, 2.535, -2.054)  0.17
H (-3.769, -0.036, -2.291)  0.19
H (1.895, -2.110, 4.609)  0.20
H (-0.782, -1.328, 1.887)  0.35
H (-2.742, -2.047, -3.091)  0.42
H (-1.170, -1.250, -3.080)  0.36
H (-2.074, -0.429, 0.347)  0.33
H (-0.542, -0.354, -0.503)  -0.15
H (-0.217, -2.937, 3.432)  0.34
H (0.871, -4.246, 3.777)  0.40
H (-1.152, -2.817, -1.286)  0.26
H (-2.783, -2.428, -0.822)  0.28
H (0.152, -4.298, 1.392)  0.42
H (1.883, -4.026, 1.492)  0.37
H (0.927, -2.535, -0.166)  0.70

SMILES ... Brc1cc(Br)c2c(c1)[C@H](NCCCNc1nc3ncccc3[nH]1)CCN2
HOMO-LUMO gap ... 8.03 eV
DFT total energy ... -6174.5022 Eh